A 2-piece molecular cluster, C4H15N2 overall in a non-equilibrium geometry. Source: OMol25; level of theory: ωB97M-V with the def2-TZVPD basis set.

Cartesian coordinates (Å):
C -0.210 0.990 -1.619
N -0.486 2.047 -2.593
C -1.444 0.635 -0.837
N -1.212 -0.604 -0.106
H 0.580 1.311 -0.915
H 0.167 0.102 -2.121
H -0.416 2.953 -2.104
H 0.239 2.095 -3.271
H -2.259 0.479 -1.553
H -1.769 1.469 -0.156
H -1.951 -0.822 0.593
H -1.281 -1.373 -0.803
H -0.279 -0.696 0.353
C 1.362 -1.774 1.546
C 1.168 -0.431 2.256
H 2.292 -2.316 1.844
H 1.462 -1.547 0.494
H 0.460 -2.406 1.680
H 2.163 0.059 2.307
H 0.582 0.319 1.717
H 0.833 -0.490 3.287

Summary:
E_HOMO   -0.5020 hartree
Frontier orbital gap   0.37203 hartree
Charge   +1
2S+1   1
Lowest unoccupied orbital energy   -0.12994 hartree

How is the electron density shared among the atoms? According to Mulliken, the charges in e are: -0.4509 -0.6615 -0.5900 -0.1291 0.3179 0.4370 0.2586 0.2521 0.3609 0.2944 0.4065 0.4515 -0.1403 -0.9961 -0.6772 0.3351 0.3965 0.2895 0.2927 0.2833 0.2690

A 2-piece molecular cluster, C4H15N2O overall in a non-equilibrium geometry. Source: OMol25; level of theory: ωB97M-V with the def2-TZVPD basis set.

Cartesian coordinates (Å):
N 0.529 -1.968 0.103
C -0.500 -1.203 0.879
C 0.028 0.006 1.729
N 0.613 0.983 0.743
C -0.140 2.241 0.679
C -0.651 2.513 -0.752
H 0.136 -2.126 -0.855
H 0.873 -2.862 0.562
H 1.382 -1.387 0.052
H -1.295 -0.831 0.211
H -0.979 -1.790 1.737
H 0.827 -0.262 2.447
H -0.825 0.446 2.266
H 1.599 1.126 0.895
H 0.540 3.094 0.927
H -1.000 2.207 1.346
H -0.727 3.573 -0.883
H -0.113 2.037 -1.566
H -1.759 2.230 -0.697
H 0.454 -3.458 -3.006
H 0.594 -2.074 -3.833
O 0.414 -2.495 -2.986

Summary:
E_HOMO (alpha / beta)   -0.1126 / -0.3355 hartree
Frontier orbital gap (alpha / beta)   0.14884 / 0.36129 hartree
Charge   0
2S+1   2
Lowest unoccupied orbital energy (alpha / beta)   0.03621 / 0.02576 hartree

How is the electron density shared among the atoms? According to Mulliken, the charges in e are: -1.4890 -0.8268 -0.9310 -0.2406 -0.2908 -1.1539 0.3321 1.3210 0.5072 0.2171 0.2077 0.4004 0.3510 0.2987 0.3367 0.1916 0.3751 0.3305 0.2337 0.3975 0.3446 -0.9127

A 2-piece molecular cluster, C4H15N2O overall in a non-equilibrium geometry. Source: OMol25; level of theory: ωB97M-V with the def2-TZVPD basis set.

Cartesian coordinates (Å):
C -1.745 -0.989 0.470
N -1.196 -2.246 1.001
C -0.617 -0.244 -0.195
N 0.500 -0.078 0.808
C -0.076 1.552 -1.941
C -0.990 1.091 -0.813
H -2.221 -0.454 1.289
H -2.511 -1.171 -0.290
H -1.880 -2.980 1.147
H -0.564 -2.685 0.326
H -0.204 -0.868 -0.983
H 0.325 0.648 1.491
H 0.628 -0.981 1.264
H 1.406 0.151 0.388
H -0.420 2.417 -2.494
H -0.038 0.755 -2.700
H 0.979 1.604 -1.664
H -1.066 1.837 -0.014
H -1.979 0.997 -1.261
H 3.995 0.377 0.830
H 3.375 1.712 0.577
O 3.180 0.774 0.499

Summary:
E_HOMO   -0.5044 hartree
Frontier orbital gap   0.39583 hartree
Charge   +1
2S+1   1
Lowest unoccupied orbital energy   -0.10858 hartree

How is the electron density shared among the atoms? According to Mulliken, the charges in e are: -0.6839 -0.6156 -0.0640 -0.1681 -1.2064 -0.5310 0.3266 0.3962 0.2703 0.2046 0.3415 0.3503 0.4325 0.3118 0.3728 0.3575 0.2727 0.3408 0.3333 0.2988 0.3100 -0.6507

A 2-piece molecular cluster, C4H15N2O overall in a non-equilibrium geometry. Source: OMol25; level of theory: ωB97M-V with the def2-TZVPD basis set.

Cartesian coordinates (Å):
C -0.430 -2.715 -0.110
C 0.320 -2.193 1.177
N 0.113 -0.750 1.358
H 0.060 -2.289 -1.002
H -0.347 -3.815 -0.145
H -1.479 -2.432 -0.080
H -0.073 -2.729 2.054
H 1.394 -2.400 1.042
H -0.877 -0.564 1.502
H 0.587 -0.403 2.187
C -0.687 2.212 -0.283
O -0.945 3.621 -0.445
C 0.685 1.918 -0.861
N 0.842 0.448 -0.983
H -1.451 1.645 -0.847
H -0.697 1.950 0.800
H -1.892 3.714 -0.273
H 0.775 2.365 -1.838
H 1.500 2.298 -0.216
H 0.175 0.096 -1.681
H 0.688 -0.098 -0.035
H 1.739 0.119 -1.323

Summary:
E_HOMO   -0.5268 hartree
Frontier orbital gap   0.41334 hartree
Charge   +1
2S+1   1
Lowest unoccupied orbital energy   -0.11346 hartree

How is the electron density shared among the atoms? According to Mulliken, the charges in e are: -0.9658 -0.5205 -0.6759 0.2442 0.3410 0.3213 0.3863 0.3056 0.2662 0.2320 -0.3103 -0.5037 -0.6160 -0.2157 0.3601 0.2214 0.3226 0.3902 0.3048 0.4057 0.3220 0.3846

A 2-piece molecular cluster, C4H15N2O overall in a non-equilibrium geometry. Source: OMol25; level of theory: ωB97M-V with the def2-TZVPD basis set.

Cartesian coordinates (Å):
C 1.271 -0.631 0.714
N 2.437 -1.191 -0.026
C 0.142 -0.489 -0.290
N 0.601 0.520 -1.279
C -1.918 -1.309 0.892
C -1.217 -0.126 0.265
H 1.667 0.301 1.123
H 1.026 -1.247 1.579
H 3.304 -0.725 0.195
H 2.574 -2.177 0.093
H 0.125 -1.413 -0.865
H 0.505 1.482 -0.965
H 1.511 0.251 -1.623
H -0.001 0.402 -2.065
H -1.404 -2.252 0.762
H -2.928 -1.426 0.528
H -2.036 -1.234 1.965
H -1.805 0.406 -0.487
H -1.121 0.749 0.920
H -1.368 3.403 0.155
H -0.576 3.719 -1.091
O -0.787 2.987 -0.499

Summary:
E_HOMO   -0.5033 hartree
Frontier orbital gap   0.39499 hartree
Charge   +1
2S+1   1
Lowest unoccupied orbital energy   -0.10829 hartree

How is the electron density shared among the atoms? According to Mulliken, the charges in e are: -0.6271 -0.5350 -0.1301 -0.1156 -1.3652 -0.4671 0.3692 0.3785 0.2127 0.2103 0.2289 0.2998 0.4047 0.3418 0.3917 0.3440 0.3398 0.4508 0.2997 0.3010 0.2876 -0.6205

A 2-piece molecular cluster, C4H15N2O overall in a non-equilibrium geometry. Source: OMol25; level of theory: ωB97M-V with the def2-TZVPD basis set.

Cartesian coordinates (Å):
C -1.259 0.193 -1.519
C 0.204 0.754 -1.624
C 1.088 -0.042 -0.547
C 2.018 0.228 1.638
N 0.746 0.270 0.932
N -2.050 0.975 -0.303
H -1.203 -0.810 -1.284
H -1.815 0.378 -2.449
H 0.684 0.497 -2.599
H 0.439 1.844 -1.443
H 2.093 0.038 -0.802
H 0.881 -1.182 -0.540
H 2.511 1.248 1.319
H 2.601 -0.682 1.475
H 2.004 0.030 2.698
H 0.259 1.184 0.985
H -0.108 -0.380 1.158
H -2.186 1.987 -0.382
H -3.073 0.695 -0.290
H -0.952 -3.100 1.421
H -1.883 -1.971 1.081
O -0.998 -2.157 1.076

Summary:
E_HOMO   -0.4940 hartree
Frontier orbital gap   0.39382 hartree
Charge   +1
2S+1   1
Lowest unoccupied orbital energy   -0.10022 hartree

How is the electron density shared among the atoms? According to Mulliken, the charges in e are: -0.5194 -0.5499 -0.8712 -0.8452 -0.0965 -0.6303 0.3493 0.3590 0.3354 0.3382 0.5474 0.3635 0.3315 0.3623 0.3427 0.3832 0.3747 0.2278 0.2392 0.2940 0.2782 -0.6138

A 3-piece molecular cluster, C4H15N2O overall in a non-equilibrium geometry. Source: OMol25; level of theory: ωB97M-V with the def2-TZVPD basis set.

Cartesian coordinates (Å):
N -1.303 -0.056 1.038
C -0.239 0.749 1.429
C 1.151 0.194 1.079
N 1.222 -0.373 -0.270
C 0.666 0.396 -1.363
C 2.513 -0.947 -0.562
H -3.497 -2.317 -0.607
H -1.856 -0.370 1.851
H -3.508 -3.057 -0.637
H -0.295 1.743 0.931
H -0.185 0.943 2.506
H 1.899 1.003 1.178
H 1.393 -0.594 1.793
H 1.069 1.420 -1.407
H 0.813 -0.107 -2.314
H -0.397 0.470 -1.207
H 3.327 -0.223 -0.400
H 2.695 -1.815 0.076
H 2.558 -1.287 -1.593
H -2.206 0.856 -0.119
H -3.380 1.691 -0.817
O -2.441 1.680 -0.586

Summary:
E_HOMO   -0.4990 hartree
Frontier orbital gap   0.17831 hartree
Charge   +1
2S+1   1
Lowest unoccupied orbital energy   -0.32070 hartree

How is the electron density shared among the atoms? According to Mulliken, the charges in e are: -0.2877 -0.5313 -0.5777 0.0891 -0.7121 -0.9111 -0.1828 0.2748 0.1813 0.2993 0.4876 0.4020 0.4165 0.3429 0.3773 0.2086 0.3761 0.3305 0.3468 0.3433 0.3330 -0.6065

A 3-piece molecular cluster, C4H15N2O overall in a non-equilibrium geometry. Source: OMol25; level of theory: ωB97M-V with the def2-TZVPD basis set.

Cartesian coordinates (Å):
N 0.845 2.099 1.054
C 0.935 0.730 1.693
C 1.428 -0.205 0.575
N 0.293 -0.438 -0.380
C 0.663 -0.459 -1.794
C -0.446 -0.398 -2.876
H 0.924 2.756 1.843
H -2.897 -4.161 4.374
H 0.048 2.114 0.350
H -0.086 0.448 2.118
H 1.586 0.814 2.499
H 2.354 0.199 0.121
H 1.658 -1.236 0.876
H -0.441 0.386 -0.327
H 1.237 0.458 -2.074
H 1.353 -1.354 -1.981
H -1.116 0.450 -2.878
H -1.156 -1.256 -2.863
H -0.087 -0.410 -3.861
H -3.410 -3.632 4.369
H -2.329 1.427 -0.369
O -1.356 1.666 -0.470

Summary:
E_HOMO   -0.5275 hartree
Frontier orbital gap   0.18668 hartree
Charge   +1
2S+1   1
Lowest unoccupied orbital energy   -0.34086 hartree

How is the electron density shared among the atoms? According to Mulliken, the charges in e are: -0.3591 -0.6007 -0.4587 -0.0459 -0.1678 -1.3543 0.2935 0.0029 0.3441 0.2831 0.4989 0.3615 0.3885 0.3136 0.3306 0.3861 0.3691 0.3548 0.4278 -0.0028 0.3068 -0.6720

A 2-piece molecular cluster, C4H15N2O overall in a non-equilibrium geometry. Source: OMol25; level of theory: ωB97M-V with the def2-TZVPD basis set.

Cartesian coordinates (Å):
C -0.211 1.769 0.290
N 1.001 0.908 0.919
C -0.511 1.130 -1.134
N 0.330 -0.065 -1.217
C -0.213 -1.411 -0.711
C -1.397 -1.713 -1.559
H 0.224 2.719 0.077
H -1.134 1.595 0.894
H 1.933 1.386 0.909
H 0.836 0.490 1.825
H -0.307 1.661 -2.159
H -1.679 0.919 -1.025
H 1.286 0.156 -0.763
H 0.297 -0.314 -2.198
H 0.557 -2.282 -1.022
H -0.343 -1.449 0.341
H -2.352 -1.103 -1.375
H -1.927 -2.652 -1.519
H -1.215 -1.723 -2.702
H 2.274 0.239 4.328
H 1.203 -0.606 3.807
O 1.347 0.345 3.993

Summary:
E_HOMO (alpha / beta)   -0.7003 / -0.6942 hartree
Frontier orbital gap (alpha / beta)   0.41731 / 0.19975 hartree
Charge   +2
2S+1   2
Lowest unoccupied orbital energy (alpha / beta)   -0.28294 / -0.49441 hartree

How is the electron density shared among the atoms? According to Mulliken, the charges in e are: -0.2860 -0.2460 -0.5488 -0.0471 -0.2307 -1.2111 0.3555 0.4211 0.3605 0.2118 0.4571 0.2256 0.3912 0.4262 0.3035 0.3459 0.2877 0.3764 0.3571 0.3773 0.3565 -0.6838

A 2-piece molecular cluster, C4H15N2O overall in a non-equilibrium geometry. Source: OMol25; level of theory: ωB97M-V with the def2-TZVPD basis set.

Cartesian coordinates (Å):
C 0.955 0.208 -2.469
N 2.095 0.679 -1.525
C -0.076 -0.727 -1.853
N -0.318 -0.191 -0.444
C -1.416 0.836 -0.296
C -1.107 2.046 0.623
H 1.547 -0.440 -3.169
H 0.482 1.118 -2.772
H 2.504 -0.177 -1.069
H 2.737 1.172 -2.165
H 0.459 -1.633 -2.095
H -1.116 -0.731 -2.404
H 0.605 0.306 -0.334
H -0.299 -0.819 0.399
H -1.904 1.051 -1.299
H -2.275 0.217 0.169
H -1.636 1.912 1.483
H -1.559 2.982 0.174
H 0.019 2.051 0.701
H 0.216 -3.912 5.737
H 0.062 -2.959 6.796
O 0.024 -2.992 5.811

Summary:
E_HOMO (alpha / beta)   -0.5614 / -0.5614 hartree
Frontier orbital gap (alpha / beta)   0.26777 / 0.04365 hartree
Charge   +2
2S+1   2
Lowest unoccupied orbital energy (alpha / beta)   -0.29364 / -0.51776 hartree

How is the electron density shared among the atoms? According to Mulliken, the charges in e are: -0.4325 -0.2433 -0.6415 -0.1124 -0.4276 -0.9349 0.4427 0.3958 0.3603 0.3849 0.3892 0.3489 0.3039 0.4402 0.3458 0.4084 0.3245 0.2969 0.3507 0.3219 0.3377 -0.6596

A 2-piece molecular cluster, C4H15N2O2 overall in a non-equilibrium geometry. Source: OMol25; level of theory: ωB97M-V with the def2-TZVPD basis set.

Cartesian coordinates (Å):
C -0.419 -1.929 0.586
O -0.344 -2.679 -0.628
C 0.455 -0.665 0.460
C -0.035 0.502 1.273
C 0.973 1.653 1.398
N 1.380 2.175 0.099
N 0.545 -0.299 -0.977
H -1.436 -1.676 0.867
H -0.014 -2.538 1.395
H -1.187 -3.122 -0.775
H 1.453 -0.982 0.738
H -1.007 0.827 0.878
H -0.283 0.217 2.306
H 0.471 2.416 2.007
H 1.836 1.320 1.963
H 0.807 2.972 -0.137
H 2.367 2.427 0.060
H 1.419 0.171 -1.197
H -0.133 0.424 -1.269
H 0.363 -1.085 -1.620
H -2.597 -0.703 -2.858
H -2.580 0.689 -2.241
O -2.034 -0.116 -2.330

Summary:
E_HOMO   -0.4945 hartree
Frontier orbital gap   0.39237 hartree
Charge   +1
2S+1   1
Lowest unoccupied orbital energy   -0.10212 hartree

How is the electron density shared among the atoms? According to Mulliken, the charges in e are: -0.7892 -0.5449 0.2873 -0.8732 -0.7458 -0.5104 -0.2617 0.3976 0.3308 0.3236 0.3023 0.3860 0.3968 0.3258 0.4466 0.2124 0.2211 0.4052 0.3319 0.3625 0.2915 0.3051 -0.6010

A 3-piece molecular cluster, C4H15N2O2 overall in a non-equilibrium geometry. Source: OMol25; level of theory: ωB97M-V with the def2-TZVPD basis set.

Cartesian coordinates (Å):
C -2.621 2.129 -0.305
C -1.131 1.898 0.049
C -0.651 0.517 -0.345
C 0.340 -0.111 0.272
N 1.059 -1.263 -0.335
N -2.843 3.570 -0.428
H -3.267 1.719 0.474
H -2.825 1.639 -1.251
H -1.006 1.987 1.125
H -0.482 2.605 -0.456
H -0.912 0.177 -1.344
H 0.740 0.126 1.246
H 1.230 -1.994 0.373
H 0.801 -1.758 -1.189
H 1.983 -0.852 -0.568
H -3.448 3.904 -1.150
H -2.892 3.987 0.497
H -0.013 -3.885 1.159
H 1.338 -4.560 1.399
O 0.935 -3.728 1.163
H 3.643 -2.311 0.247
H 4.679 -1.393 -0.565
O 3.768 -1.510 -0.290

Summary:
E_HOMO   -0.4251 hartree
Frontier orbital gap   0.31331 hartree
Charge   +1
2S+1   1
Lowest unoccupied orbital energy   -0.11180 hartree

How is the electron density shared among the atoms? According to Mulliken, the charges in e are: -0.5637 -0.4661 -0.2217 -0.3273 -0.2387 -0.5066 0.2342 0.4475 0.3600 0.2619 0.2135 0.3731 0.3468 0.3227 0.4311 0.1815 0.1973 0.3052 0.3048 -0.6436 0.2915 0.3170 -0.6207

Record order is preserved below.
ΔE to the lowest compared entry with this formula, charge and spin: 1.215 2.342 0.457 1.098 0.663 2.482 7.573 9.056 4.074 4.387 0.654 1.756 eV